Record 1
This record from OMol25 describes a 2-piece molecular cluster, C3H11N2 overall. The level of theory is wB97M-V/def2-TZVPD.

Last column: Löwdin charge in e.
Atoms and positions in Å:
C1 -2.6130 -0.2138 1.3757  -0.16
C2 -1.4371 -1.2099 1.4667  -0.19
H1 -2.5506 0.5077 2.1647  0.06
H2 -2.5087 0.3104 0.3129  0.10
H3 -3.4228 -0.8628 1.2544  0.04
H4 -1.6295 -2.2880 1.2048  0.07
H5 -0.7779 -1.2330 2.3583  0.06
H6 -0.6731 -0.8866 0.5829  0.05
N1 0.9368 -0.0241 -1.9214  0.19
C3 1.6211 0.2435 -0.8384  -0.25
N2 1.7003 1.3027 -0.1770  0.22
H7 0.7065 0.6518 -2.6619  0.16
H8 0.9136 -0.9984 -2.1407  0.13
H9 2.3104 -0.5968 -0.5034  0.20
H10 2.3572 1.3347 0.6169  0.17
H11 1.3888 2.1924 -0.5242  0.15

## Properties
- F_max: 4.63 eV/Å
- Energy: -230.1272 Eh
- Gap between HOMO and LUMO: 10.10 eV
- ΔE to the lowest compared entry with this formula, charge and spin: 34.6 kcal per mole
- Net charge: +1

Record 2
This record from OMol25 describes an isolated ion of composition C3H11N2 and charge +1. The level of theory is wB97M-V/def2-TZVPD.

Last column: Löwdin charge in e.
Atoms and positions in Å:
N1 0.7594 1.1079 -1.1852  0.18
C1 -0.2211 1.3730 -0.0656  -0.10
C2 -1.0821 0.1099 0.2141  -0.21
N2 -0.3696 -1.1331 -0.0191  -0.15
C3 0.5093 -1.6088 1.0625  -0.08
H1 1.6851 1.4489 -0.9725  0.16
H2 0.8686 0.1167 -1.4449  0.16
H3 0.3885 1.5266 -2.0457  0.17
H4 0.4230 1.5213 0.7994  0.13
H5 -0.7966 2.2329 -0.3820  0.13
H6 -1.5764 0.2299 1.1881  0.13
H7 -1.9453 0.0370 -0.4640  0.13
H8 -0.8314 -1.7970 -0.6021  0.11
H9 1.2825 -0.8749 1.2615  0.07
H10 0.9661 -2.5238 0.6818  0.09
H11 -0.0602 -1.7665 1.9736  0.08

## Properties
- F_max: 2.04 eV/Å
- SMILES: CNCC[NH3+]
- Energy: -230.1482 Eh
- Gap between HOMO and LUMO: 9.69 eV
- ΔE to the lowest compared entry with this formula, charge and spin: 21.4 kcal per mole
- Net charge: +1

Record 3
This record from OMol25 describes a 2-piece molecular cluster, C3H11N2 overall. The level of theory is wB97M-V/def2-TZVPD.

Last column: Löwdin charge in e.
Atoms and positions in Å:
C1 -2.2902 0.1077 -0.1195  0.00
N1 -1.2678 -0.2134 -1.2335  0.10
H1 -2.3643 -0.7852 0.4960  0.10
H2 -3.2300 0.1823 -0.6536  0.10
H3 -1.8502 0.9535 0.3914  0.09
H4 -1.3710 0.4210 -2.0229  0.16
H5 -0.2875 -0.3133 -0.7427  0.11
H6 -1.5120 -1.1608 -1.5253  0.15
C2 2.2185 0.2150 -0.2791  -0.07
C3 0.8116 -0.1854 1.6072  -0.01
N2 0.8958 0.1551 0.3956  -0.13
H7 2.7240 -0.7411 -0.1551  0.09
H8 2.0336 0.4781 -1.3130  0.07
H9 2.7856 1.0266 0.1784  0.09
H10 -0.1056 0.0007 2.1731  0.08
H11 1.6871 -0.2965 2.2540  0.10

## Properties
- F_max: 2.18 eV/Å
- Energy: -230.1263 Eh
- Gap between HOMO and LUMO: 11.14 eV
- ΔE to the lowest compared entry with this formula, charge and spin: 35.2 kcal per mole
- Net charge: +1

Record 4
This record from OMol25 describes a 2-piece molecular cluster, C3H11N2 overall. The level of theory is wB97M-V/def2-TZVPD.

Last column: Löwdin charge in e.
Atoms and positions in Å:
C1 -1.5760 2.1376 1.3101  -0.12
C2 -0.7085 1.7203 0.0674  -0.15
H1 -0.9366 1.6642 2.1675  0.10
H2 -2.4865 1.4750 1.4275  0.08
H3 -1.6872 3.1771 1.3424  0.04
H4 -1.0438 1.9947 -0.8710  0.04
H5 0.2936 2.0084 0.3058  0.06
H6 -0.7039 0.6552 0.0912  -0.01
N1 0.0433 -1.7517 -0.1641  0.19
C3 0.9473 -2.1861 -1.0196  -0.08
N2 2.3187 -1.9127 -0.9233  0.18
H7 0.2439 -0.8187 0.3408  0.15
H8 -0.8978 -2.1165 0.0493  0.17
H9 0.7387 -2.7044 -1.8470  0.11
H10 2.9361 -2.3548 -1.6144  0.14
H11 2.5186 -0.9876 -0.6626  0.10

## Properties
- F_max: 5.20 eV/Å
- Energy: -230.1113 Eh
- Gap between HOMO and LUMO: 9.89 eV
- ΔE to the lowest compared entry with this formula, charge and spin: 44.6 kcal per mole
- Net charge: +1

Record 5
This record from OMol25 describes a 2-piece molecular cluster, C3H11N2 overall. The level of theory is wB97M-V/def2-TZVPD.

Last column: Löwdin charge in e.
Atoms and positions in Å:
C1 1.4542 -0.4390 2.1433  -0.04
N1 1.3729 0.5927 1.4192  0.02
H1 1.1570 -1.3846 1.7033  0.07
H2 1.8716 -0.4709 3.1476  0.09
H3 1.6408 1.4705 1.8600  0.08
H4 -0.0681 1.4956 -1.3423  0.16
C2 -1.8864 -0.0835 -0.5676  -0.07
C3 -0.5801 -0.5499 -1.1572  -0.20
N2 0.3982 0.5944 -1.2332  0.15
H5 -2.3403 0.7522 -1.0922  0.09
H6 -2.5450 -0.9423 -0.5232  0.09
H7 -1.7355 0.1278 0.5006  0.09
H8 -0.1308 -1.2460 -0.4504  0.11
H9 -0.6164 -1.0462 -2.1205  0.13
H10 0.9133 0.6365 -0.3165  0.08
H11 1.0948 0.4926 -1.9708  0.17

## Properties
- F_max: 0.86 eV/Å
- Energy: -230.1541 Eh
- Gap between HOMO and LUMO: 11.95 eV
- ΔE to the lowest compared entry with this formula, charge and spin: 17.8 kcal per mole
- Net charge: +1

Record 6
This record from OMol25 describes an isolated ion of composition C3H11N2O and charge +1. The level of theory is wB97M-V/def2-TZVPD.

Last column: Löwdin charge in e.
Atoms and positions in Å:
C1 -0.2971 0.3951 -1.4297  0.01
C2 -1.3667 -0.3808 0.7264  0.02
C3 1.1228 -0.7084 0.2974  -0.23
N1 -0.0523 1.4889 0.5880  0.08
N2 -0.1324 0.1552 0.0739  -0.40
O1 2.1676 0.0369 -0.0622  0.02
H1 0.6611 0.8500 -1.8409  0.12
H2 -0.1729 -0.6047 -1.9965  0.13
H3 -1.1775 0.9283 -1.7021  0.10
H4 -1.1131 -0.0446 1.7500  0.11
H5 -2.1525 0.4428 0.3904  0.16
H6 -1.6043 -1.4154 0.4368  0.12
H7 1.0795 -1.0227 1.3331  0.13
H8 0.7953 -1.7027 -0.3681  0.20
H9 0.1674 1.5631 1.5615  0.11
H10 0.3956 2.1827 -0.1149  0.17
H11 2.7488 -0.3319 -0.7740  0.16

## Properties
- F_max: 4.46 eV/Å
- SMILES: C[N+](C)(N)CO
- Energy: -305.3079 Eh
- Gap between HOMO and LUMO: 11.84 eV
- ΔE to the lowest compared entry with this formula, charge and spin: 90.9 kcal per mole
- Net charge: +1

Record 7
This record from OMol25 describes C3H11N2O as an isolated structure. The level of theory is wB97M-V/def2-TZVPD.

Last column: Löwdin charge in e.
Atoms and positions in Å:
C1 1.1042 2.3797 -1.6547  0.08
N1 -0.1336 2.1080 -1.5291  0.12
H1 1.7982 2.1278 -0.8698  0.10
H2 1.5496 2.9755 -2.4665  0.12
H3 -0.6913 2.4417 -2.3285  0.14
H4 -0.5836 1.4827 -0.5345  0.10
C2 -0.5599 -0.5945 0.1404  -0.20
O1 -0.9702 0.7747 0.4727  -0.04
C3 -0.1497 -1.3996 1.3423  -0.27
N2 0.2333 -2.7623 0.8649  -0.01
H5 -1.4235 -1.0549 -0.4014  0.15
H6 0.3028 -0.4952 -0.4939  0.11
H7 -0.4899 0.9452 1.3322  0.16
H8 0.7910 -0.9333 1.7655  0.14
H9 -0.8951 -1.4068 2.1514  0.12
H10 -0.6026 -3.3090 0.5887  0.09
H11 0.7203 -3.2798 1.6206  0.09

## Properties
- F_max: 1.71 eV/Å
- Energy: -305.3578 Eh
- Gap between HOMO and LUMO: 8.78 eV
- ΔE to the lowest compared entry with this formula, charge and spin: 59.6 kcal per mole
- Net charge: +1

Record 8
This record from OMol25 describes a 2-piece molecular cluster, C3H11N2O overall. The level of theory is wB97M-V/def2-TZVPD.

Last column: Löwdin charge in e.
Atoms and positions in Å:
C1 1.7926 -1.2446 -1.3825  -0.03
C2 0.9591 -0.1636 -0.8001  -0.42
C3 -0.3672 -0.2863 -0.6387  0.02
N1 -1.0831 0.9712 -0.0034  0.20
N2 1.7038 0.8219 -0.1656  0.06
H1 2.2600 -1.8433 -0.6758  0.07
H2 1.2622 -1.9793 -1.9944  0.10
H3 2.6022 -0.6661 -1.9096  0.11
H4 -1.0266 -1.1380 -0.8307  0.13
H5 -1.5954 1.2785 -0.7712  0.13
H6 -1.4433 0.5158 0.8660  0.10
H7 -0.3769 1.6805 0.2504  0.15
H8 2.6237 1.0096 -0.6269  0.12
H9 1.9603 0.4004 0.7788  0.15
H10 -2.9632 0.3350 2.8738  0.07
H11 -2.5414 -1.0659 2.3908  0.08
O1 -2.4266 -0.1139 2.2200  -0.04

## Properties
- F_max: 4.72 eV/Å
- Energy: -305.3798 Eh
- Gap between HOMO and LUMO: 10.83 eV
- ΔE to the lowest compared entry with this formula, charge and spin: 45.8 kcal per mole
- Net charge: +1

Record 9
This record from OMol25 describes a 2-piece molecular cluster, C3H11N2O2 overall. The level of theory is wB97M-V/def2-TZVPD.

Last column: Löwdin charge in e.
Atoms and positions in Å:
N1 1.4047 1.1772 -0.4466  0.21
C1 0.6403 -0.1876 -0.4919  -0.04
C2 -0.2954 -0.1447 0.6762  -0.42
N2 -0.4685 -1.2975 1.4997  0.01
C3 -0.5036 -2.7048 1.0358  -0.09
O1 -0.7091 0.9143 1.2299  0.02
H1 0.9806 1.7046 -1.1474  0.08
H2 2.3982 0.8648 -0.3908  0.19
H3 1.2077 1.6292 0.4461  0.15
H4 -0.0149 -0.2073 -1.4436  0.15
H5 1.4328 -1.0283 -0.7093  0.17
H6 -1.1781 -1.1142 2.3195  0.20
H7 -0.2177 -3.2811 1.9542  0.09
H8 0.3550 -2.9619 0.3814  0.09
H9 -1.4197 -3.2556 0.9093  0.08
H10 -0.0064 1.7239 -3.5112  0.07
H11 -0.9392 2.6046 -2.4006  0.09
O2 -0.3159 1.8841 -2.6174  -0.04

## Properties
- F_max: 6.22 eV/Å
- Energy: -380.6093 Eh
- Gap between HOMO and LUMO: 10.13 eV
- ΔE to the lowest compared entry with this formula, charge and spin: 65.6 kcal per mole
- Net charge: +1

Record 10
This record from OMol25 describes C3H11N2OS as an isolated structure. The level of theory is wB97M-V/def2-TZVPD.

Last column: Löwdin charge in e.
Atoms and positions in Å:
C1 -0.6885 0.0499 0.4601  -0.23
C2 -1.4900 -0.5315 -0.6740  -0.75
S1 -3.0531 0.4389 -1.0554  0.19
N1 3.1083 -0.1194 1.0853  0.02
C3 3.0652 -0.5233 -0.1456  -0.43
N2 3.4798 0.3577 -1.2318  0.02
H1 -1.2276 -0.1134 1.3931  0.06
H2 -0.6229 1.1321 0.3018  0.05
H3 -0.9738 -0.6097 -1.6320  0.01
H4 -1.8329 -1.5475 -0.4618  0.02
H5 0.3130 -0.3760 0.5815  0.02
H6 2.6963 -1.4583 -0.5705  0.11
H7 2.2651 0.4449 0.4350  0.13
H8 4.0609 -0.1827 -1.8733  0.07
H9 4.0449 1.0405 -0.7402  0.07
H10 -3.7598 0.7150 0.8727  -0.16
H11 -5.1434 0.4850 1.5109  0.01
O1 -4.2416 0.7976 1.7441  -0.21

## Properties
- F_max: 2.92 eV/Å
- Energy: -703.7584 Eh
- Gap between HOMO and LUMO: 5.69 eV
- ΔE to the lowest compared entry with this formula, charge and spin: 78.9 kcal per mole
- Net charge: -1

Record 11
This record from OMol25 describes a 2-piece molecular cluster, C3H11N2OS overall. The level of theory is wB97M-V/def2-TZVPD.

Last column: Löwdin charge in e.
Atoms and positions in Å:
N1 1.5050 -2.6800 -0.7217  -0.04
C1 1.5381 -1.6924 0.3850  -0.53
O1 0.7399 -0.5849 0.1656  -0.37
H1 0.5453 -2.9508 -0.8480  0.02
H2 1.7304 -2.1810 -1.5658  0.03
H3 1.2360 -2.2504 1.2841  0.08
H4 2.6014 -1.3963 0.4830  0.08
C2 -0.9659 1.6895 -0.4898  -0.39
C3 -1.3388 1.4838 0.9774  -0.58
S1 0.0270 1.9347 2.1242  0.58
N2 -1.3398 0.4897 -1.2318  -0.05
H5 -1.5104 2.5339 -0.8816  0.08
H6 0.1048 1.8708 -0.5408  0.07
H7 -2.2334 2.0307 1.2974  0.05
H8 -1.5366 0.4103 1.1483  0.06
H9 0.7783 0.9035 1.6101  -0.15
H10 -1.2028 0.6361 -2.2452  0.05
H11 -0.6784 -0.2471 -0.9505  0.01

## Properties
- F_max: 1.65 eV/Å
- Energy: -703.8444 Eh
- Gap between HOMO and LUMO: 7.09 eV
- ΔE to the lowest compared entry with this formula, charge and spin: 24.9 kcal per mole
- Net charge: -1

Record 12
This record from OMol25 describes a 2-piece molecular cluster, C3H11N2S overall. The level of theory is wB97M-V/def2-TZVPD.

Last column: Löwdin charge in e.
Atoms and positions in Å:
C1 -0.7611 1.0067 -2.4796  -0.05
C2 1.3283 -1.0198 1.8390  -0.21
C3 -0.5907 0.2027 -1.2342  -0.66
N1 0.4579 0.0568 2.3168  -0.10
N2 -0.7698 0.7794 -0.1044  0.15
S1 -0.6079 -1.5454 -1.2760  0.96
H1 -1.7814 1.1565 -2.5143  0.07
H2 -0.4179 0.4885 -3.4353  0.12
H3 -0.2398 2.0195 -2.3554  0.14
H4 1.8255 -1.0243 0.7657  0.10
H5 0.6122 -1.8874 1.7219  0.07
H6 1.1083 0.7832 2.5753  0.08
H7 0.3576 -0.1878 3.3113  0.10
H8 2.1465 -1.3021 2.6434  0.12
H9 -1.1539 1.6894 -0.2303  0.13
H10 -0.5605 0.5087 0.9255  0.11
H11 -0.9534 -1.7246 -2.4694  -0.15

## Properties
- F_max: 3.50 eV/Å
- Energy: -628.3062 Eh
- Gap between HOMO and LUMO: 10.19 eV
- ΔE to the lowest compared entry with this formula, charge and spin: 44.5 kcal per mole
- Net charge: +1

Record 13
This record from OMol25 describes a 2-piece molecular cluster, C3H11N2S overall. The level of theory is wB97M-V/def2-TZVPD.

Last column: Löwdin charge in e.
Atoms and positions in Å:
C1 -1.4617 -0.5577 -1.9163  -0.36
S1 -0.9843 0.0569 -0.2688  0.74
C2 -2.5629 0.5721 0.4156  -0.40
H1 -2.5228 -0.3984 -2.0618  0.04
H2 -0.8715 -0.0531 -2.6671  0.03
H3 -1.2380 -1.6162 -1.9580  0.03
H4 -2.4264 1.4226 1.0723  0.04
H5 -3.0532 -0.2434 0.9380  0.04
H6 -3.2297 0.8652 -0.3912  0.04
N1 1.8527 -0.0596 1.9139  0.19
C3 2.7338 0.0231 0.9491  -0.17
N2 2.4127 0.0170 -0.3137  0.19
H7 0.9050 -0.3968 1.7905  0.10
H8 2.1878 -0.0510 2.8696  0.14
H9 3.7755 0.1275 1.2314  0.17
H10 3.0598 0.2132 -1.0627  0.15
H11 1.4234 0.0787 -0.5408  0.03

## Properties
- F_max: 0.88 eV/Å
- Energy: -628.3679 Eh
- Gap between HOMO and LUMO: 8.75 eV
- ΔE to the lowest compared entry with this formula, charge and spin: 5.8 kcal per mole
- Net charge: +1

Record 14
This record from OMol25 describes a 2-piece molecular cluster, C3H11N2S overall. The level of theory is wB97M-V/def2-TZVPD.

Last column: Löwdin charge in e.
Atoms and positions in Å:
C1 0.3726 1.1097 -1.5608  -0.09
C2 0.5568 1.5070 -0.1767  -0.14
C3 -0.3943 -0.8771 0.7245  -0.47
N1 -0.0969 -2.1905 1.4534  -0.02
N2 -0.2207 2.5111 0.1830  0.18
S1 -1.4980 -1.5036 -0.7787  0.66
H1 1.1984 0.5090 -2.0190  0.12
H2 -0.5363 0.5661 -1.7051  0.00
H3 0.2413 2.0455 -2.1191  0.11
H4 1.1314 1.1567 0.6809  0.12
H5 -1.2388 -0.4809 1.4617  0.05
H6 0.6991 -2.0068 2.0247  0.12
H7 -0.9684 -2.6525 1.8537  0.17
H8 -0.9708 2.9748 -0.3033  0.15
H9 0.0156 2.8596 1.0860  0.12
H10 0.2390 -2.9054 0.7405  0.14
H11 -0.7762 -2.5204 -1.0324  -0.22

## Properties
- F_max: 3.16 eV/Å
- Energy: -628.2262 Eh
- Gap between HOMO and LUMO: 7.67 eV
- ΔE to the lowest compared entry with this formula, charge and spin: 94.8 kcal per mole
- Net charge: +1